## one
{"formula": "C54H116F18N5O22", "method": "ωB97M-V/def2-TZVPD", "symbols": ["C", "O", "O", "C", "F", "F", "F", "C", "C", "H", "H", "H", "H", "H", "H", "C", "O", "O", "C", "F", "F", "F", "C", "C", "H", "H", "H", "H", "H", "H", "C", "O", "O", "C", "F", "F", "F", "C", "C", "H", "H", "H", "H", "H", "H", "C", "O", "O", "C", "F", "F", "F", "C", "C", "H", "H", "H", "H", "H", "H", "C", "O", "O", "C", "F", "F", "F", "C", "C", "H", "H", "H", "H", "H", "H", "C", "O", "O", "C", "F", "F", "F", "C", "C", "H", "H", "H", "H", "H", "H", "C", "O", "C", "C", "N", "H", "H", "C", "C", "O", "C", "H", "H", "H", "H", "H", "H", "H", "H", "H", "H", "H", "H", "H", "H", "C", "O", "C", "C", "N", "H", "H", "C", "C", "O", "C", "H", "H", "H", "H", "H", "H", "H", "H", "H", "H", "H", "H", "H", "H", "C", "O", "C", "C", "N", "H", "H", "C", "C", "O", "C", "H", "H", "H", "H", "H", "H", "H", "H", "H", "H", "H", "H", "H", "H", "C", "O", "C", "C", "N", "H", "H", "C", "C", "O", "C", "H", "H", "H", "H", "H", "H", "H", "H", "H", "H", "H", "H", "H", "H", "C", "O", "C", "C", "N", "H", "H", "C", "C", "O", "C", "H", "H", "H", "H", "H", "H", "H", "H", "H", "H", "H", "H", "H", "H"], "coordinates": [[9.6569, -5.1220, -3.1886], [10.1222, -5.9324, -4.3506], [9.0185, -6.0270, -2.2985], [10.9011, -4.2393, -2.6868], [10.9455, -3.7999, -1.3980], [12.0961, -4.8535, -2.8431], [10.9585, -3.1327, -3.4193], [10.4520, -5.2993, -5.5390], [10.8217, -6.5454, -6.3335], [10.0040, -7.2616, -6.4136], [11.1751, -6.2961, -7.3340], [11.6420, -7.1016, -5.8797], [11.1818, -4.4945, -5.4506], [9.5316, -4.9537, -6.0096], [8.8449, -4.4677, -3.5057], [2.4547, 14.2865, 1.3927], [3.8095, 14.9054, 1.2839], [1.5745, 15.3927, 1.0864], [2.2001, 12.8522, 0.6983], [0.8582, 12.5742, 0.5796], [2.6593, 13.0654, -0.5082], [2.8107, 11.7680, 1.2066], [4.9018, 14.3135, 1.9410], [6.1537, 15.2170, 1.7779], [6.3970, 15.2667, 0.7166], [6.1199, 16.1563, 2.3298], [7.0155, 14.7508, 2.2556], [5.3182, 13.3921, 1.5338], [4.8477, 14.2002, 3.0237], [2.4032, 14.1193, 2.4686], [4.8480, 0.4719, -5.2809], [4.9841, -0.0761, -6.5782], [4.5404, 1.8414, -5.4799], [3.8888, -0.3001, -4.3338], [3.5801, 0.2950, -3.0877], [2.6992, -0.6446, -4.8987], [4.5349, -1.4871, -3.9821], [6.1529, -0.6731, -7.1278], [5.8292, -1.3385, -8.5077], [4.8631, -1.8418, -8.4725], [5.7806, -0.7300, -9.4107], [6.5679, -2.1078, -8.7330], [6.6962, -1.3339, -6.4524], [6.9073, 0.1052, -7.2423], [5.8517, 0.3934, -4.8629], [-10.3455, 6.2674, 3.4133], [-10.0792, 6.3445, 4.8497], [-11.0080, 7.4657, 3.0714], [-9.2263, 5.6735, 2.5026], [-8.2018, 6.4912, 2.3497], [-8.7379, 4.4958, 2.9005], [-9.6664, 5.4663, 1.2133], [-9.5088, 5.1198, 5.5024], [-9.8740, 5.2891, 6.9969], [-9.4174, 6.1480, 7.4888], [-10.9430, 5.4584, 7.1260], [-9.6329, 4.4051, 7.5873], [-8.4198, 5.1183, 5.4579], [-9.9060, 4.1522, 5.1956], [-11.1949, 5.5850, 3.4426], [-3.1343, 1.4764, 7.0486], [-4.1798, 1.1408, 6.1516], [-1.9820, 0.9807, 6.5164], [-3.0151, 2.9407, 7.4963], [-4.2210, 3.4964, 7.7052], [-2.4163, 2.9087, 8.7201], [-2.2381, 3.6686, 6.6402], [-4.7107, -0.2307, 6.0716], [-6.0929, -0.1285, 5.5549], [-6.8585, 0.0124, 6.3179], [-6.0076, 0.7041, 4.8566], [-6.4349, -0.9997, 4.9962], [-4.7790, -0.8235, 6.9837], [-4.1361, -0.8733, 5.4044], [-3.4926, 0.8762, 7.8849], [-4.9691, -3.8936, -3.3480], [-6.1337, -3.3360, -2.8528], [-4.1368, -4.2169, -2.2528], [-5.1891, -4.9424, -4.4604], [-4.2033, -5.6868, -4.7754], [-6.1416, -5.7495, -4.2287], [-5.4947, -4.4328, -5.6786], [-7.1639, -2.6870, -3.6025], [-7.8002, -1.6143, -2.6951], [-7.1670, -0.7311, -2.7783], [-8.7974, -1.4816, -3.1149], [-7.9624, -1.9807, -1.6814], [-7.9383, -3.3656, -3.9601], [-6.7516, -2.1657, -4.4664], [-4.6186, -2.9454, -3.7558], [-3.5854, 11.7592, -9.0369], [-2.3607, 11.5849, -8.2157], [-2.6760, 11.3023, -6.8087], [-1.4707, 10.8947, -6.0298], [-0.8081, 9.6935, -6.7090], [-1.2703, 9.2037, -7.4617], [0.1352, 9.9141, -6.9945], [-0.4379, 8.4950, -5.7784], [-1.6570, 7.5524, -5.6910], [-2.7371, 8.2231, -5.0749], [-3.8953, 7.3225, -4.8312], [-3.9019, 12.8020, -9.0142], [-4.4154, 11.0529, -9.0155], [-3.1336, 11.7193, -10.0280], [-3.4013, 10.4943, -6.9043], [-3.1683, 12.1081, -6.2643], [-1.7866, 10.5710, -5.0380], [-0.6589, 11.6189, -5.9617], [-0.0625, 8.9875, -4.8814], [0.4593, 8.0950, -6.2508], [-1.3558, 6.6311, -5.1923], [-2.0439, 7.3751, -6.6944], [-4.5565, 7.7848, -4.0982], [-3.5445, 6.3790, -4.4132], [-4.5540, 7.0975, -5.6699], [3.6290, -0.2809, 1.9557], [2.2450, -0.1509, 2.2896], [1.5291, -1.2893, 2.4964], [0.2461, -1.2917, 1.7001], [-0.4259, 0.1467, 1.7954], [-0.5956, 0.2659, 2.7839], [0.0458, 1.0244, 1.6306], [-1.5902, 0.3967, 0.8423], [-2.0861, 1.7295, 1.0262], [-0.9467, 2.5702, 1.1600], [-1.1418, 4.0256, 1.2213], [4.1980, -1.0070, 2.5363], [4.0270, 0.6854, 2.2656], [3.6969, -0.6299, 0.9253], [1.3507, -1.3151, 3.5714], [2.1294, -2.1219, 2.1295], [-0.5030, -1.9911, 2.0713], [0.3944, -1.4437, 0.6310], [-2.3348, -0.3711, 1.0522], [-1.2460, 0.2024, -0.1735], [-2.5838, 1.8092, 1.9927], [-2.9025, 1.9119, 0.3274], [-1.7514, 4.3225, 2.0747], [-1.4490, 4.4225, 0.2537], [-0.2124, 4.5508, 1.4418], [5.0409, -1.1956, 8.2143], [5.0301, 0.1857, 7.7381], [4.0193, 0.9701, 8.2349], [4.0397, 2.3742, 7.6873], [3.9655, 2.4132, 6.1261], [4.6192, 1.7533, 5.7294], [3.0784, 1.9665, 5.9426], [4.1228, 3.7944, 5.4732], [4.2791, 3.8263, 3.8921], [5.6007, 3.5252, 3.5537], [5.9061, 3.6597, 2.1356], [6.0356, -1.6034, 8.3945], [4.4851, -1.8550, 7.5477], [4.5453, -1.2089, 9.1850], [4.1770, 1.0851, 9.3073], [3.0441, 0.5249, 8.0377], [4.8955, 2.9330, 8.0659], [3.1853, 2.9951, 7.9570], [4.9984, 4.2599, 5.9257], [3.3215, 4.3917, 5.9083], [3.9735, 4.8318, 3.6028], [3.4714, 3.2209, 3.4806], [5.9569, 2.6390, 1.7565], [6.9618, 3.9308, 2.1315], [5.1199, 4.1695, 1.5788], [-8.4398, -8.9876, 4.3340], [-7.4418, -8.1772, 3.6492], [-6.1684, -8.2483, 4.3456], [-5.1433, -7.6851, 3.3285], [-4.7145, -8.7110, 2.2152], [-4.3027, -8.1851, 1.4575], [-3.8127, -9.0077, 2.5599], [-5.5353, -9.9101, 1.7084], [-5.5222, -11.0719, 2.7486], [-4.2119, -11.2748, 3.2221], [-3.3080, -11.9663, 2.3127], [-8.1416, -10.0358, 4.3110], [-9.3017, -9.0248, 3.6679], [-8.5105, -8.5410, 5.3258], [-5.8413, -9.2224, 4.7093], [-6.3280, -7.5744, 5.1873], [-4.2723, -7.5677, 3.9732], [-5.5471, -6.8562, 2.7471], [-4.9297, -10.2199, 0.8567], [-6.4562, -9.4578, 1.3404], [-5.8452, -12.0325, 2.3473], [-6.1851, -10.8166, 3.5753], [-2.5089, -12.4556, 2.8697], [-2.7702, -11.2489, 1.6928], [-3.7845, -12.7380, 1.7081], [3.7277, -8.3252, -6.5627], [3.4171, -8.6578, -5.1794], [3.4266, -7.5166, -4.3919], [2.9682, -7.9865, -2.9372], [3.8564, -9.1496, -2.5102], [3.7397, -9.7422, -3.3197], [4.7969, -8.7976, -2.4023], [3.4322, -9.6247, -1.1671], [3.8281, -11.0752, -1.0175], [3.0159, -11.9233, -1.8674], [3.3160, -13.2484, -1.7851], [4.6762, -7.8214, -6.7489], [2.9789, -7.7241, -7.0785], [3.6706, -9.3002, -7.0466], [2.7559, -6.7992, -4.8647], [4.4214, -7.1040, -4.2239], [1.9195, -8.2643, -3.0425], [3.1135, -7.1781, -2.2206], [2.3647, -9.4359, -1.0545], [4.0519, -8.9809, -0.5428], [3.5022, -11.3683, -0.0195], [4.8978, -11.2689, -0.9378], [2.4718, -13.8010, -2.1973], [3.5054, -13.4772, -0.7363], [4.1884, -13.5412, -2.3694]], "lowdin_charge": [-0.40, -0.15, -0.34, -0.55, 0.09, 0.11, 0.11, -0.30, -0.10, 0.07, 0.06, 0.07, 0.11, 0.11, 0.12, -0.40, -0.12, -0.31, -0.57, 0.09, 0.13, 0.11, -0.32, -0.10, 0.07, 0.06, 0.05, 0.10, 0.10, 0.11, -0.50, -0.12, -0.30, -0.44, 0.04, 0.10, 0.04, -0.25, -0.08, 0.06, 0.06, 0.05, 0.10, 0.11, 0.12, -0.48, -0.12, -0.29, -0.57, 0.14, 0.11, 0.08, -0.24, -0.11, 0.06, 0.06, 0.05, 0.10, 0.10, 0.12, -0.54, -0.12, -0.28, -0.54, 0.13, 0.09, 0.10, -0.28, -0.11, 0.08, 0.08, 0.06, 0.11, 0.10, 0.12, -0.52, -0.12, -0.31, -0.70, 0.18, 0.19, 0.10, -0.27, -0.08, 0.07, 0.06, 0.07, 0.10, 0.11, 0.13, -0.06, -0.20, -0.19, -0.07, 0.07, 0.16, 0.16, -0.04, -0.20, -0.20, -0.03, 0.09, 0.09, 0.08, 0.12, 0.14, 0.13, 0.15, 0.14, 0.14, 0.14, 0.13, 0.09, 0.09, 0.09, -0.05, -0.20, -0.26, -0.02, 0.09, 0.17, 0.13, -0.11, -0.22, -0.21, -0.03, 0.09, 0.08, 0.11, 0.14, 0.13, 0.14, 0.14, 0.15, 0.15, 0.14, 0.15, 0.10, 0.09, 0.08, -0.04, -0.18, -0.26, -0.06, 0.08, 0.16, 0.17, -0.05, -0.22, -0.19, -0.04, 0.09, 0.09, 0.09, 0.14, 0.14, 0.14, 0.14, 0.13, 0.13, 0.13, 0.12, 0.08, 0.10, 0.10, -0.05, -0.21, -0.19, -0.02, 0.07, 0.17, 0.14, -0.03, -0.19, -0.20, -0.06, 0.07, 0.10, 0.10, 0.11, 0.14, 0.13, 0.15, 0.12, 0.14, 0.13, 0.09, 0.09, 0.08, 0.10, -0.05, -0.20, -0.20, -0.06, 0.07, 0.16, 0.19, -0.09, -0.18, -0.18, -0.14, 0.10, 0.09, 0.09, 0.14, 0.14, 0.14, 0.14, 0.14, 0.15, 0.13, 0.14, 0.10, 0.09, 0.10], "charge": -1, "lumo_ev": -1.10, "homo_lumo_gap_ev": 1.77}



## two
{"formula": "C54H116F18N5O22", "method": "ωB97M-V/def2-TZVPD", "symbols": ["C", "O", "O", "C", "F", "F", "F", "C", "C", "H", "H", "H", "H", "H", "H", "C", "O", "O", "C", "F", "F", "F", "C", "C", "H", "H", "H", "H", "H", "H", "C", "O", "O", "C", "F", "F", "F", "C", "C", "H", "H", "H", "H", "H", "H", "C", "O", "O", "C", "F", "F", "F", "C", "C", "H", "H", "H", "H", "H", "H", "C", "O", "O", "C", "F", "F", "F", "C", "C", "H", "H", "H", "H", "H", "H", "C", "O", "O", "C", "F", "F", "F", "C", "C", "H", "H", "H", "H", "H", "H", "C", "O", "C", "C", "N", "H", "H", "C", "C", "O", "C", "H", "H", "H", "H", "H", "H", "H", "H", "H", "H", "H", "H", "H", "H", "C", "O", "C", "C", "N", "H", "H", "C", "C", "O", "C", "H", "H", "H", "H", "H", "H", "H", "H", "H", "H", "H", "H", "H", "H", "C", "O", "C", "C", "N", "H", "H", "C", "C", "O", "C", "H", "H", "H", "H", "H", "H", "H", "H", "H", "H", "H", "H", "H", "H", "C", "O", "C", "C", "N", "H", "H", "C", "C", "O", "C", "H", "H", "H", "H", "H", "H", "H", "H", "H", "H", "H", "H", "H", "H", "C", "O", "C", "C", "N", "H", "H", "C", "C", "O", "C", "H", "H", "H", "H", "H", "H", "H", "H", "H", "H", "H", "H", "H", "H"], "coordinates": [[-6.1410, 21.1081, 0.3245], [-5.3834, 19.8623, 0.2656], [-7.3590, 20.9456, -0.2441], [-6.0863, 21.6421, 1.7941], [-4.8768, 22.1297, 2.1162], [-7.0474, 22.5784, 2.0112], [-6.3927, 20.6769, 2.6662], [-4.0442, 19.9443, -0.1470], [-3.3402, 18.6219, 0.2116], [-2.2689, 18.7295, 0.0250], [-3.4226, 18.3621, 1.2653], [-3.6952, 17.8529, -0.4735], [-3.5274, 20.8240, 0.2543], [-3.9187, 20.1692, -1.2139], [-5.5698, 21.8338, -0.2763], [-1.0298, 14.9825, 4.7726], [-1.1128, 15.6009, 3.5148], [-0.0795, 15.7170, 5.4212], [-2.4428, 15.0089, 5.3864], [-2.8192, 16.2477, 5.7458], [-3.3715, 14.5260, 4.5605], [-2.5487, 14.2497, 6.5076], [-1.4470, 14.9078, 2.3158], [-1.5805, 15.8597, 1.1382], [-1.5680, 15.2458, 0.2364], [-2.4973, 16.4212, 1.3047], [-0.7038, 16.5049, 1.0576], [-2.3260, 14.2612, 2.2956], [-0.5798, 14.3128, 2.0215], [-0.6785, 13.9490, 4.6225], [0.1078, 10.1776, 0.4475], [-0.1264, 9.1847, -0.5909], [1.4522, 10.4139, 0.3466], [-0.9283, 11.3180, 0.5454], [-2.1854, 10.8683, 0.6092], [-0.6227, 11.9484, 1.7004], [-0.8870, 12.1910, -0.4523], [-1.4521, 8.6946, -0.9020], [-1.2828, 7.6187, -2.0033], [-2.2382, 7.1976, -2.3179], [-0.8248, 8.0428, -2.8969], [-0.6633, 6.7744, -1.6987], [-2.0967, 9.5159, -1.2092], [-1.8350, 8.2282, 0.0084], [-0.0264, 9.4969, 1.3002], [6.0239, 16.9106, 6.0173], [5.6188, 15.5113, 6.0828], [6.1796, 17.3518, 7.2655], [6.8698, 17.4320, 4.7576], [6.5309, 18.6445, 4.2597], [8.2188, 17.5812, 4.9852], [6.8188, 16.5531, 3.7304], [6.6504, 14.5412, 5.9610], [6.0919, 13.1389, 6.0783], [6.8613, 12.3736, 5.9496], [5.6957, 12.8569, 7.0578], [5.2739, 12.9440, 5.3804], [7.4483, 14.6884, 6.6959], [7.2199, 14.6240, 5.0304], [5.0542, 17.3443, 5.7106], [1.6989, 19.0637, 7.2670], [0.4099, 19.1472, 6.6613], [2.0055, 17.7759, 7.5799], [2.8345, 19.9312, 6.5979], [2.6493, 20.1264, 5.2553], [2.8379, 21.1987, 7.1396], [4.0502, 19.4725, 6.7828], [-0.1082, 20.4182, 6.2967], [-1.5409, 20.2552, 5.7349], [-1.7536, 21.1618, 5.1665], [-1.6188, 19.3847, 5.0871], [-2.1575, 20.2392, 6.6331], [0.4001, 20.9710, 5.5000], [-0.0902, 21.0661, 7.1787], [1.5403, 19.6629, 8.1803], [2.0269, 15.3346, -2.1073], [1.0871, 16.2518, -2.7171], [2.7589, 14.8961, -3.1598], [2.8962, 15.9233, -0.9152], [2.0738, 16.1160, 0.1428], [3.8336, 15.0532, -0.4771], [3.6037, 17.0155, -1.2351], [0.2568, 17.0333, -1.8593], [-0.7163, 17.7374, -2.8158], [-0.3258, 18.3243, -3.6468], [-1.3522, 17.0080, -3.3266], [-1.5331, 18.2909, -2.3444], [0.8194, 17.7123, -1.2154], [-0.3438, 16.3754, -1.2229], [1.3907, 14.5343, -1.6959], [5.0913, 11.7841, 1.5438], [5.5556, 10.9114, 0.5168], [6.1175, 9.7157, 1.0335], [5.0660, 8.7283, 1.5485], [3.9803, 8.6703, 0.5117], [3.2318, 9.3379, 0.6889], [4.3629, 8.9055, -0.3987], [3.2494, 7.3119, 0.4474], [2.2112, 7.1155, 1.5736], [2.8179, 7.2555, 2.8257], [1.9432, 7.1071, 3.9272], [5.8510, 11.9584, 2.3090], [4.2301, 11.3446, 2.0564], [4.7440, 12.7323, 1.1394], [6.7624, 10.0078, 1.8655], [6.7306, 9.3195, 0.2234], [4.4832, 9.1337, 2.3745], [5.4072, 7.7233, 1.7832], [3.9428, 6.4749, 0.3886], [2.7042, 7.3896, -0.4933], [1.6897, 6.1593, 1.4786], [1.4397, 7.8840, 1.4579], [1.3778, 6.1739, 3.8915], [1.2925, 7.9808, 3.9799], [2.6115, 7.0798, 4.7865], [-1.7156, 15.6344, 9.8928], [-0.5516, 15.3159, 9.0891], [0.5333, 15.0878, 9.9454], [1.6338, 14.2878, 9.2188], [1.6779, 14.8083, 7.7470], [0.7238, 14.7907, 7.3764], [1.9715, 15.7906, 7.6631], [2.6708, 14.0699, 6.8604], [2.2756, 12.6369, 6.5188], [0.9354, 12.5638, 6.1384], [0.5262, 11.3275, 5.6024], [-1.9243, 14.7307, 10.4693], [-2.5387, 15.8799, 9.2259], [-1.6072, 16.4800, 10.5736], [0.2268, 14.4180, 10.7579], [0.9809, 15.9429, 10.4562], [1.3779, 13.2404, 9.0686], [2.6302, 14.4007, 9.6401], [3.5929, 14.0012, 7.4370], [2.8172, 14.8145, 6.0818], [2.3988, 12.0274, 7.4252], [2.9342, 12.0717, 5.8514], [0.7298, 10.5416, 6.3386], [1.1454, 11.1437, 4.7186], [-0.5118, 11.1712, 5.3162], [5.8212, 29.3022, -0.5840], [4.8523, 28.8293, 0.3994], [3.5568, 29.3866, 0.3749], [2.5518, 28.3008, 0.7914], [2.3293, 27.2276, -0.3182], [1.8897, 27.7799, -1.0507], [3.2163, 27.0222, -0.7744], [1.6348, 26.0054, 0.3130], [2.7317, 24.9960, 0.5427], [2.1643, 23.7973, 1.0107], [3.1654, 22.8012, 1.2304], [5.9367, 30.3838, -0.6422], [5.5210, 28.8647, -1.5369], [6.7696, 28.8616, -0.2851], [3.3149, 29.9019, -0.5572], [3.5164, 30.0968, 1.2052], [1.6258, 28.8428, 0.9738], [2.9450, 27.6916, 1.6017], [0.9332, 25.6488, -0.4397], [1.1137, 26.3995, 1.1816], [3.4319, 25.3543, 1.3047], [3.2519, 24.7493, -0.3879], [2.5998, 21.8894, 1.4157], [3.6863, 23.0225, 2.1639], [3.8569, 22.6270, 0.4052], [-0.5281, 18.9899, 1.5443], [0.7681, 18.3610, 1.7487], [1.3937, 18.7908, 3.0118], [2.5432, 17.8409, 3.1248], [1.9401, 16.4741, 3.2792], [1.3409, 16.5779, 4.0995], [1.3672, 16.2738, 2.4624], [2.9543, 15.3593, 3.4265], [2.1377, 14.0566, 3.5698], [1.2003, 13.8786, 2.5118], [1.6053, 13.1182, 1.3998], [-0.7222, 18.8668, 0.4799], [-0.4854, 20.0099, 1.9252], [-1.3155, 18.4216, 2.0429], [0.6569, 18.6098, 3.7968], [1.7387, 19.8211, 2.9341], [3.0431, 18.1101, 4.0565], [3.2313, 17.7548, 2.2857], [3.5233, 15.6847, 4.2973], [3.5287, 15.3030, 2.5023], [1.5601, 14.2333, 4.4760], [2.8067, 13.1955, 3.6291], [1.5561, 12.0404, 1.5937], [2.6151, 13.4008, 1.0955], [0.8479, 13.3109, 0.6396], [2.5667, 10.2906, -6.5125], [1.9023, 10.4234, -5.2902], [1.8339, 9.2670, -4.5079], [1.3421, 9.7004, -3.1187], [2.1746, 10.7672, -2.4554], [2.1932, 10.6601, -1.4266], [3.1810, 10.6142, -2.5364], [1.8266, 12.2118, -2.7429], [2.9114, 13.1806, -2.2576], [4.1675, 12.8613, -2.7741], [4.3607, 13.4488, -4.0628], [2.0988, 9.5189, -7.1315], [3.6121, 9.9759, -6.4349], [2.5707, 11.2231, -7.0737], [2.7958, 8.7621, -4.3695], [1.1550, 8.5401, -4.9619], [1.4991, 8.8282, -2.4819], [0.2744, 9.8777, -3.0288], [0.8009, 12.2658, -2.3844], [1.9191, 12.2529, -3.8276], [2.8289, 13.0746, -1.1721], [2.6352, 14.2115, -2.4930], [4.2476, 14.5338, -4.0732], [3.5828, 13.0449, -4.7163], [5.3509, 13.0938, -4.3404]], "lowdin_charge": [-0.52, -0.10, -0.24, -0.57, 0.11, 0.10, 0.13, -0.30, -0.09, 0.01, 0.07, 0.08, 0.10, 0.10, 0.12, -0.47, -0.08, -0.18, -0.55, 0.14, 0.13, 0.10, -0.26, -0.05, 0.08, 0.07, 0.05, 0.12, 0.07, 0.13, -0.41, -0.16, -0.22, -0.56, 0.15, 0.12, 0.16, -0.23, -0.06, 0.07, 0.05, 0.07, 0.11, 0.12, 0.13, -0.51, -0.12, -0.19, -0.50, 0.11, 0.07, 0.09, -0.29, -0.09, 0.06, 0.06, 0.05, 0.12, 0.10, 0.10, -0.48, -0.09, -0.20, -0.52, 0.07, 0.07, 0.17, -0.30, -0.06, 0.06, 0.07, 0.07, 0.09, 0.11, 0.13, -0.32, -0.06, -0.05, -0.49, 0.12, 0.12, 0.16, -0.24, -0.06, 0.07, 0.07, 0.06, 0.11, 0.10, 0.16, -0.07, -0.18, -0.20, -0.09, 0.08, 0.12, 0.16, -0.05, -0.20, -0.20, -0.07, 0.10, 0.08, 0.09, 0.13, 0.13, 0.12, 0.13, 0.13, 0.12, 0.13, 0.11, 0.09, 0.09, 0.09, -0.06, -0.17, -0.24, -0.04, 0.09, 0.12, 0.12, -0.07, -0.23, -0.19, -0.09, 0.08, 0.09, 0.09, 0.11, 0.13, 0.11, 0.13, 0.12, 0.11, 0.12, 0.11, 0.08, 0.08, 0.09, -0.05, -0.20, -0.22, -0.07, 0.07, 0.17, 0.16, -0.05, -0.24, -0.17, -0.06, 0.09, 0.08, 0.09, 0.13, 0.13, 0.14, 0.13, 0.14, 0.14, 0.14, 0.13, 0.09, 0.10, 0.10, -0.08, -0.23, -0.16, -0.09, 0.08, 0.13, 0.13, -0.05, -0.17, -0.21, -0.10, 0.06, 0.10, 0.08, 0.13, 0.11, 0.12, 0.14, 0.12, 0.12, 0.09, 0.12, 0.06, 0.07, 0.08, -0.11, -0.18, -0.21, -0.11, 0.05, 0.11, 0.16, -0.07, -0.33, -0.14, -0.09, 0.08, 0.09, 0.09, 0.12, 0.13, 0.10, 0.12, 0.13, 0.11, 0.10, -0.27, 0.08, 0.08, 0.08], "charge": -1, "lumo_ev": -0.54, "homo_lumo_gap_ev": 2.44}



Best to worst by energy: two, one.